{"formula": "C41H114N2O17", "method": "ωB97M-V/def2-TZVPD", "symbols": ["C", "C", "C", "C", "C", "C", "N", "O", "C", "C", "C", "H", "H", "H", "H", "H", "H", "H", "H", "H", "H", "H", "H", "H", "H", "H", "H", "H", "H", "H", "C", "C", "C", "C", "C", "C", "N", "O", "C", "C", "C", "H", "H", "H", "H", "H", "H", "H", "H", "H", "H", "H", "H", "H", "H", "H", "H", "H", "H", "H", "C", "C", "O", "H", "H", "H", "H", "H", "H", "C", "C", "O", "H", "H", "H", "H", "H", "H", "C", "C", "O", "H", "H", "H", "H", "H", "H", "C", "C", "O", "H", "H", "H", "H", "H", "H", "C", "C", "O", "H", "H", "H", "H", "H", "H", "C", "C", "O", "H", "H", "H", "H", "H", "H", "C", "C", "O", "H", "H", "H", "H", "H", "H", "C", "C", "O", "H", "H", "H", "H", "H", "H", "C", "O", "H", "H", "H", "H", "C", "O", "H", "H", "H", "H", "C", "O", "H", "H", "H", "H", "C", "O", "H", "H", "H", "H", "C", "O", "H", "H", "H", "H", "C", "O", "H", "H", "H", "H", "C", "O", "H", "H", "H", "H"], "positions_angstrom": [[0.591, -0.580, -1.982], [-0.043, -0.868, -0.649], [0.597, -2.214, -0.190], [2.006, -2.092, 0.385], [1.989, -1.024, 1.500], [1.481, 0.312, 0.965], [0.141, 0.137, 0.440], [-0.533, 1.342, 0.186], [1.385, 1.155, 2.269], [2.507, 0.948, 0.044], [-1.621, -1.063, -0.691], [1.633, -0.859, -2.144], [0.570, 0.457, -2.319], [0.046, -1.111, -2.761], [-0.006, -2.670, 0.595], [0.586, -2.817, -1.098], [2.691, -1.857, -0.430], [2.379, -3.057, 0.728], [2.877, -0.823, 2.099], [1.294, -1.371, 2.264], [0.461, 0.935, 2.805], [2.230, 1.062, 2.951], [1.270, 2.209, 2.015], [3.434, 1.133, 0.588], [2.757, 0.314, -0.806], [2.221, 1.905, -0.392], [-2.058, -0.156, -1.107], [-2.149, -1.202, 0.252], [-1.811, -1.856, -1.415], [-0.271, 1.545, -0.715], [-7.702, -0.201, -0.828], [-6.473, -0.782, -1.521], [-6.076, -2.039, -0.662], [-5.189, -3.093, -1.384], [-5.734, -3.377, -2.802], [-6.069, -2.204, -3.677], [-6.757, -1.097, -2.976], [-7.149, -0.027, -3.766], [-4.749, -1.747, -4.368], [-6.987, -2.781, -4.750], [-5.276, 0.259, -1.400], [-8.618, -0.709, -1.130], [-8.031, 0.788, -1.146], [-7.598, -0.113, 0.253], [-5.429, -1.691, 0.143], [-6.902, -2.436, -0.072], [-5.157, -4.030, -0.829], [-4.147, -2.777, -1.438], [-6.656, -3.948, -2.694], [-5.039, -4.126, -3.182], [-4.308, -2.535, -4.979], [-4.904, -0.820, -4.919], [-3.965, -1.514, -3.648], [-7.128, -2.063, -5.558], [-6.575, -3.651, -5.260], [-7.989, -3.086, -4.450], [-5.070, 0.431, -0.344], [-5.528, 1.211, -1.866], [-4.386, -0.125, -1.901], [-6.368, 0.521, -3.867], [5.966, 1.446, -1.634], [7.153, 2.224, -1.012], [6.836, 3.641, -0.929], [5.074, 1.685, -1.055], [6.101, 0.366, -1.680], [5.856, 1.737, -2.678], [8.115, 2.229, -1.525], [7.313, 1.869, 0.006], [7.585, 4.029, -0.472], [-0.778, -0.645, 5.601], [-1.948, 0.147, 5.970], [-3.014, -0.091, 5.061], [0.122, -0.354, 6.144], [-0.487, -0.407, 4.577], [-0.835, -1.724, 5.743], [-1.747, 1.213, 6.072], [-2.127, -0.177, 6.995], [-2.662, 0.165, 4.206], [5.184, 0.853, 3.976], [5.944, 0.643, 2.691], [5.574, -0.577, 2.067], [5.083, 1.922, 4.159], [5.630, 0.336, 4.826], [4.217, 0.352, 3.928], [7.011, 0.630, 2.917], [5.837, 1.473, 1.992], [6.152, -0.670, 1.306], [0.907, 3.150, 5.352], [2.395, 3.244, 5.849], [2.551, 2.622, 7.056], [0.561, 2.124, 5.223], [0.711, 3.763, 4.473], [0.240, 3.525, 6.129], [2.871, 4.225, 5.857], [3.088, 2.822, 5.121], [3.373, 2.132, 6.985], [1.723, 2.421, -4.868], [2.770, 2.976, -4.009], [2.316, 3.173, -2.702], [0.975, 3.138, -5.205], [1.246, 1.579, -4.366], [2.201, 1.995, -5.750], [3.086, 3.964, -4.345], [3.591, 2.271, -3.879], [3.037, 3.610, -2.243], [0.640, -5.811, 1.236], [1.357, -6.680, 0.151], [1.818, -7.790, 0.789], [0.179, -4.917, 0.816], [1.194, -5.499, 2.121], [-0.226, -6.394, 1.550], [2.205, -6.166, -0.301], [0.644, -7.000, -0.609], [2.317, -8.236, 0.101], [-3.531, 2.391, 2.640], [-3.352, 0.972, 2.075], [-2.101, 0.487, 2.514], [-2.662, 2.939, 2.275], [-3.548, 2.398, 3.729], [-4.470, 2.824, 2.293], [-3.225, 1.051, 0.996], [-4.175, 0.278, 2.244], [-1.417, 0.635, 1.857], [3.485, 4.519, 0.563], [3.856, 5.280, -0.728], [4.318, 4.380, -1.641], [2.857, 3.687, 0.242], [3.021, 5.101, 1.359], [4.353, 4.037, 1.014], [4.695, 5.961, -0.586], [2.972, 5.808, -1.085], [5.268, 4.314, -1.522], [-0.791, 4.646, -1.634], [-0.283, 3.336, -1.902], [-0.685, 5.296, -2.502], [-1.850, 4.446, -1.469], [-0.292, 5.007, -0.735], [0.637, 3.368, -2.174], [-1.587, -4.926, -3.322], [-0.883, -5.645, -4.290], [-1.972, -3.982, -3.705], [-2.484, -5.489, -3.062], [-0.954, -4.808, -2.442], [-0.615, -6.495, -3.932], [4.836, -3.121, 4.062], [6.172, -2.709, 4.022], [4.670, -3.696, 3.152], [4.719, -3.732, 4.957], [4.159, -2.269, 4.136], [6.115, -1.943, 3.445], [1.210, -3.131, -5.057], [2.037, -2.054, -5.225], [0.245, -2.788, -5.428], [1.522, -3.983, -5.660], [1.138, -3.373, -3.996], [2.435, -2.029, -6.098], [-1.832, 1.609, -4.361], [-2.513, 2.450, -3.395], [-2.512, 0.869, -4.782], [-1.356, 2.220, -5.129], [-1.015, 1.109, -3.843], [-1.829, 2.721, -2.778], [-1.867, -3.005, 2.632], [-1.431, -4.332, 3.013], [-2.217, -2.987, 1.600], [-2.611, -2.555, 3.289], [-0.982, -2.370, 2.655], [-0.664, -4.289, 3.589], [-0.347, 5.528, 2.008], [-0.075, 6.825, 1.698], [0.478, 4.841, 1.818], [-0.538, 5.376, 3.071], [-1.233, 5.125, 1.518], [-0.923, 7.242, 1.868]], "forces_ev_per_angstrom": [[-0.339, 0.815, -1.614], [-0.813, -0.580, 2.378], [-0.262, 0.422, 0.490], [0.540, 0.369, -0.048], [-0.517, -0.859, -0.640], [0.681, 0.796, 1.871], [0.018, -1.747, 0.328], [0.365, -0.191, -0.333], [-0.867, 0.951, -0.662], [0.350, 0.080, -0.633], [1.117, 0.662, -1.392], [-0.023, -0.269, 0.587], [-0.224, 0.383, 0.257], [-0.140, -0.181, -0.079], [-0.310, -0.063, -0.216], [-0.003, -0.452, 0.183], [0.212, 0.390, 0.045], [-0.279, -0.117, 0.262], [0.545, -0.355, -0.725], [-0.439, -0.018, 0.019], [0.107, -0.382, 0.151], [0.068, -0.179, -0.244], [0.199, 0.213, -0.020], [0.044, -0.079, 0.170], [0.071, -0.071, 0.080], [-0.390, -0.046, 0.136], [-0.025, 0.147, -0.225], [0.657, -0.353, 0.184], [-0.255, -0.308, 0.135], [-0.114, 1.135, -0.474], [-1.414, 1.007, -0.958], [0.290, 0.018, 1.459], [1.344, -0.362, -0.310], [-1.055, 0.553, -0.495], [-0.298, -1.147, 2.752], [0.589, -1.278, -1.455], [1.709, 0.849, 0.731], [-0.364, -1.906, 0.948], [0.094, 1.225, 0.664], [-0.836, 0.656, -1.584], [-0.558, -0.425, -1.147], [0.131, -0.875, 0.561], [0.857, 0.461, -0.262], [0.177, -0.517, -0.130], [-0.069, 0.583, -0.011], [-0.402, -0.319, -0.787], [-0.194, 0.057, 0.068], [0.013, 0.365, -0.017], [-0.176, -0.063, 0.256], [0.026, 0.547, -1.064], [-0.616, 0.003, -0.201], [0.040, -0.227, -0.468], [-0.109, -0.010, 0.363], [-0.073, 0.191, 0.011], [0.484, -0.003, 0.453], [0.106, 0.169, 0.579], [-0.134, -0.137, -0.128], [-0.083, 0.060, 0.048], [0.116, -0.025, 0.220], [0.600, 0.638, -0.040], [0.993, 0.773, -0.207], [-0.421, 0.171, 0.136], [-0.213, -0.505, 0.086], [-0.067, -0.039, -0.194], [0.276, 0.019, 0.418], [-0.294, 0.263, 0.048], [-0.173, -0.862, -0.377], [0.085, -0.137, 0.118], [-0.057, 0.356, -0.019], [2.615, -0.153, -1.009], [-0.687, 0.014, 0.907], [-0.386, -0.015, 1.043], [-0.025, 0.198, 0.475], [-0.084, -0.385, -0.396], [-0.538, 0.029, -0.165], [0.228, 0.199, -0.322], [-1.241, 0.030, -0.012], [0.245, -0.078, -0.338], [-0.348, -0.508, 0.100], [0.756, 0.333, 0.145], [-0.101, -0.115, 0.085], [-0.128, -0.150, 0.240], [0.474, 0.272, -0.007], [-0.366, 0.439, -0.346], [0.256, -0.113, 0.076], [-0.485, 0.167, -0.079], [-0.024, -0.276, -0.186], [0.793, 0.604, 0.910], [-0.529, 0.504, -2.459], [0.290, -1.027, 1.465], [0.450, -0.119, -0.343], [0.194, -0.206, -0.163], [0.140, 0.269, 0.207], [-0.981, 0.898, 0.353], [-0.330, -0.819, -0.527], [-0.058, -0.139, 0.520], [-0.632, -0.936, -0.986], [0.930, 0.635, 0.726], [-1.884, -0.232, 0.803], [-0.017, 0.043, 0.208], [-0.176, 0.018, 0.035], [-0.088, 0.067, -0.205], [0.545, -0.187, -0.555], [0.431, 0.064, -0.763], [0.629, 0.184, 0.466], [-0.727, -0.415, -1.271], [-0.864, 2.397, 1.004], [1.031, -1.993, 0.590], [0.220, 0.106, -0.224], [0.455, -0.365, -0.274], [0.104, -0.074, 0.348], [-0.096, 0.469, -0.308], [-0.303, 0.488, -0.343], [0.258, -0.669, 0.396], [-0.317, -0.787, -0.234], [0.734, 1.279, -0.927], [-0.238, -0.946, 0.993], [-0.198, 0.340, 0.103], [0.093, -0.117, -0.015], [0.066, 0.228, -0.113], [-0.501, 0.175, -0.353], [0.127, -0.135, 0.583], [0.130, -0.023, -0.340], [0.275, -0.056, -0.208], [-0.130, 0.905, 2.453], [0.174, -1.080, -1.916], [-0.358, 0.192, 0.272], [-0.226, 0.160, -0.265], [0.310, 0.095, -0.120], [-0.457, 0.688, 0.490], [0.110, 0.093, -0.261], [0.475, -0.537, -0.074], [0.040, -1.055, 0.081], [-0.726, -0.374, -0.054], [0.130, 0.166, 0.139], [-0.064, 0.606, 0.275], [-0.268, 0.504, -0.116], [0.896, 0.082, -0.381], [-0.487, -0.662, 0.552], [0.392, 0.170, -1.082], [0.592, 0.144, -0.219], [-0.202, -0.076, 0.465], [-0.249, 0.466, 0.251], [-0.042, 0.016, 0.080], [0.034, -0.606, 0.242], [0.495, 0.700, 0.209], [-0.722, -0.200, 0.075], [-0.226, -0.167, -0.170], [-0.242, 0.000, -0.101], [0.593, 0.255, -0.331], [-1.248, -0.534, -0.631], [1.986, 1.798, 0.246], [-0.664, -0.646, 0.187], [-0.054, -0.296, 0.312], [0.062, -0.168, -0.087], [-0.122, -0.138, 0.039], [0.259, 0.775, 1.120], [-0.428, -0.938, -0.990], [-0.079, 0.183, -0.019], [-0.293, -0.044, -0.287], [-0.030, -0.365, -0.113], [0.480, 0.196, 0.223], [1.318, -0.199, 0.433], [-0.971, 0.345, -0.460], [-0.130, -0.449, 0.047], [-0.094, -0.296, 0.157], [-0.134, 0.414, -0.047], [-0.108, 0.295, 0.022], [-0.284, -2.671, 1.113], [0.003, 1.395, -0.500], [0.242, 0.288, -0.465], [-0.079, 0.167, 0.417], [-0.091, -0.042, -0.409], [0.205, 0.794, -0.149]], "lowdin_spin": [0.00, 0.00, 0.00, 0.00, 0.00, 0.00, 0.00, 0.00, 0.00, 0.00, 0.00, 0.00, 0.00, 0.00, 0.00, 0.00, 0.00, 0.00, 0.00, 0.00, 0.00, 0.00, 0.00, 0.00, 0.00, 0.00, 0.00, 0.00, 0.00, 0.00, 0.02, 0.05, 0.00, 0.00, 0.00, 0.05, 0.65, 0.07, 0.05, 0.02, 0.05, 0.00, 0.00, 0.00, 0.00, 0.00, 0.00, 0.00, 0.00, 0.00, 0.00, 0.00, 0.00, 0.00, 0.00, 0.00, 0.00, 0.00, 0.00, 0.02, 0.00, 0.00, 0.00, 0.00, 0.00, 0.00, 0.00, 0.00, 0.00, 0.00, 0.00, 0.00, 0.00, 0.00, 0.00, 0.00, 0.00, 0.00, 0.00, 0.00, 0.00, 0.00, 0.00, 0.00, 0.00, 0.00, 0.00, 0.00, 0.00, 0.00, 0.00, 0.00, 0.00, 0.00, 0.00, 0.00, 0.00, 0.00, 0.00, 0.00, 0.00, 0.00, 0.00, 0.00, 0.00, 0.00, 0.00, 0.00, 0.00, 0.00, 0.00, 0.00, 0.00, 0.00, 0.00, 0.00, 0.00, 0.00, 0.00, 0.00, 0.00, 0.00, 0.00, 0.00, 0.00, 0.00, 0.00, 0.00, 0.00, 0.00, 0.00, 0.00, 0.00, 0.00, 0.00, 0.00, 0.00, 0.00, 0.00, 0.00, 0.00, 0.00, 0.00, 0.00, 0.00, 0.00, 0.00, 0.00, 0.00, 0.00, 0.00, 0.00, 0.00, 0.00, 0.00, 0.00, 0.00, 0.00, 0.00, 0.00, 0.00, 0.00, 0.00, 0.00, 0.00, 0.00, 0.00, 0.00, 0.00, 0.00, 0.00, 0.00, 0.00, 0.00], "lumo_energy_ev": [-2.2, -6.6], "s2": 0.755, "charge": 1, "multiplicity": 2, "max_force_ev_per_a": 3.00, "homo_lumo_gap_ev": [8.348, 3.965], "homo_energy_ev": [-10.54, -10.54]}